# 1
Below is the molecule C8H17NO3, with properties calculated with the ωB97M-V functional and the def2-TZVPD basis.

The geometry in ORCA input format:
```
! wB97M-V def2-TZVPD RIJCOSX def2/J DEFGRID3
* xyz 0 1
C -1.41525 3.01175 1.34828
C -1.94836 1.68010 1.45773
C -1.66219 0.47752 0.54814
C -0.49139 -0.35593 0.83552
N 0.81444 0.29287 1.42425
C 1.42511 1.05416 0.28156
C 1.38563 0.32519 -1.05486
O 0.32650 0.62210 -1.93940
C 1.21305 -1.15793 -0.78388
O 1.63266 -2.26041 -1.64183
C -0.28968 -1.26589 -0.36449
O -0.79725 -2.63022 -0.12759
H -1.23300 3.27210 0.21248
H -1.93375 3.78963 2.02201
H -0.26532 3.06582 1.76511
H -3.02543 1.74113 1.34015
H -1.67752 1.35698 2.57107
H -2.45009 -0.21880 0.55396
H -1.70078 0.68352 -0.65727
H -0.72335 -1.09811 1.59683
H 1.59294 -0.52217 1.68894
H 1.00025 2.04974 -0.01104
H 2.47321 1.06400 0.54093
H 2.40995 0.61008 -1.57873
H 0.09460 1.60205 -2.20985
H 1.68246 -1.37626 0.26794
H 0.85502 -2.86639 -1.38741
H -0.92639 -0.71992 -1.33030
H -0.47068 -2.94898 0.70805
*
```

## Properties
LUMO ... 0.60 eV
Relative energy (zero: lowest compared OMol25 entry of this formula, charge and spin) ... 96.3 kcal per mole
HOMO ... -9.14 eV
SMILES ... CCC[C@@H]1NC[C@H](O)[C@H](O)[C@H]1O
Frontier orbital gap ... 0.358 hartree


# 2
Below is a structure of composition C5H7ClN2, with properties calculated with the ωB97M-V functional and the def2-TZVPD basis.

The geometry in ORCA input format:
```
! wB97M-V def2-TZVPD RIJCOSX def2/J DEFGRID3
* xyz 0 1
C -0.53669 0.17222 -0.64501
C -0.30264 0.06334 0.86886
C 1.04687 1.12366 2.48862
C 2.11873 0.37760 1.73336
C -1.81521 0.03801 -1.33254
H -0.00431 1.19411 -0.92180
H -1.01414 0.56292 1.54287
H -0.13589 -0.94534 1.37974
H 0.00012 0.82435 2.97584
H 1.21377 2.27571 2.79694
H 2.26167 -0.85079 1.50547
H 3.07855 0.79695 1.61096
N 0.95615 0.90414 0.94353
N -2.90406 -0.38267 -1.54671
Cl 0.30407 -1.06807 -1.49103
*
```

## Properties
LUMO ... 0.86 eV
Relative energy (zero: lowest compared OMol25 entry of this formula, charge and spin) ... 110.5 kcal per mole
HOMO ... -9.93 eV
Frontier orbital gap ... 0.396 hartree


# 3
Below is a cluster of 7 separate species, C12H19Cl10FO6 in total, with properties calculated with the ωB97M-V functional and the def2-TZVPD basis.

The geometry in ORCA input format:
```
! wB97M-V def2-TZVPD RIJCOSX def2/J DEFGRID3
* xyz 0 1
O 3.69029 -1.44240 0.76218
C 4.43691 -1.53761 1.74556
O 4.19932 -2.20724 2.98240
C 5.04152 -1.68376 3.99679
C 6.18233 -0.98981 3.10028
F 7.36844 -1.67290 3.02262
O 5.61081 -0.95788 1.81955
H 4.51991 -1.00561 4.67216
H 5.55287 -2.42686 4.60869
H 6.31155 0.05973 3.36460
C -2.95463 -5.82024 2.99673
C -3.25255 -4.28184 3.23842
C -2.58686 -3.61013 4.43926
O -2.28433 -2.29423 3.91671
C -2.40777 -2.29935 2.60158
O -2.22051 -1.32704 1.87891
O -2.74033 -3.59608 2.13882
H -1.92123 -6.16354 3.04489
H -3.16556 -5.96881 1.93770
H -3.51081 -6.54195 3.59497
H -4.33614 -4.17577 3.29033
H -1.73052 -4.19556 4.77398
H -3.32594 -3.50612 5.23364
Cl -2.18306 6.88557 -2.95059
C -0.80909 6.87830 -1.78001
Cl -0.71873 8.34416 -0.81085
H -0.97814 6.08191 -1.05523
H 0.13430 6.65442 -2.27799
Cl 1.95544 2.60557 3.99594
C 1.50960 3.44328 2.48981
Cl 1.05198 5.16394 2.80671
H 2.38195 3.24374 1.86749
H 0.59232 2.96856 2.14146
Cl -6.19175 3.19139 -6.49342
C -4.73127 4.18936 -6.41869
Cl -3.74444 3.88103 -7.84604
H -5.10321 5.21317 -6.45828
H -4.15445 3.92994 -5.53095
Cl -0.36771 -1.53929 -7.45354
C 1.13504 -2.16293 -6.86665
Cl 1.22000 -4.04515 -7.12911
H 1.90457 -1.68221 -7.47065
H 1.35066 -1.80360 -5.86042
Cl -1.56650 2.06191 -2.44186
C -0.17588 1.13292 -1.90850
Cl 1.30278 1.51226 -2.88285
H -0.00263 1.44745 -0.87935
H -0.28851 0.04945 -1.94740
*
```

## Properties
LUMO ... 0.22 eV
HOMO ... -10.83 eV
SMILES ... O=C1OC[C@@H](F)O1.C[C@H]1COC(=O)O1.ClCCl.ClCCl.ClCCl.ClCCl.ClCCl
Frontier orbital gap ... 0.406 hartree


# 4
Below is a structure of composition C38H34BN14O3Ti, with properties calculated with the ωB97M-V functional and the def2-TZVPD basis.

The geometry in ORCA input format:
```
! wB97M-V def2-TZVPD RIJCOSX def2/J DEFGRID3
* xyz -1 3
Ti -0.28375 0.06713 0.21808
O 2.07842 1.14633 -3.21335
C 1.32050 1.07869 -2.23950
N 1.29092 0.16504 -1.26428
C 2.40160 -0.77376 -1.35685
C 3.59723 -0.42411 -0.50458
C 4.39469 -1.45224 -0.00611
C 5.49747 -1.14041 0.76410
C 5.77374 0.19533 1.01519
C 4.92507 1.14749 0.47331
N 3.86360 0.85924 -0.27412
C 0.28702 2.16001 -2.07714
C 0.34050 3.29015 -2.88257
C -0.54287 4.32111 -2.63979
C -1.44465 4.19372 -1.59227
C -1.44021 3.02679 -0.85131
N -0.60471 2.01357 -1.10031
H 2.73734 -0.81225 -2.39844
H 2.08006 -1.77399 -1.07078
H 4.11706 -2.48376 -0.18604
H 6.11345 -1.92748 1.18196
H 6.61851 0.49682 1.62083
H 5.10859 2.20336 0.64864
H 1.09539 3.31618 -3.65502
H -0.52287 5.22061 -3.24267
H -2.14397 4.98078 -1.34477
H -2.12123 2.88623 -0.02473
C -0.78803 -3.39189 -2.68710
C -0.22859 -2.18449 -2.26176
N -0.76314 -1.79671 -1.10648
N -1.68933 -2.72645 -0.78642
C -1.72331 -3.68931 -1.71912
B -2.76339 -2.45136 0.28670
N -2.14004 -2.24374 1.66267
C -2.31338 -2.92447 2.80606
C -1.63390 -2.26155 3.80653
C -1.06552 -1.15890 3.16274
N -1.38186 -1.15814 1.87343
N -3.47152 -1.15840 -0.15054
C -4.75176 -1.04518 -0.53779
C -4.91859 0.18888 -1.12204
C -3.64805 0.76913 -1.04446
N -2.77933 -0.03644 -0.44501
H -0.54886 -3.95550 -3.57132
H 0.52788 -1.58561 -2.73560
H -2.42334 -4.50209 -1.62664
H -3.54334 -3.36823 0.31624
H -2.91320 -3.81822 2.82179
H -1.55060 -2.53904 4.84205
H -0.42313 -0.39034 3.56078
H -5.43650 -1.86119 -0.38068
H -5.81666 0.60943 -1.53841
H -3.34878 1.73187 -1.40996
C -3.25211 3.37253 4.27239
N -2.10412 2.95246 3.48951
C -0.87014 3.48593 3.68736
C 0.19388 3.12113 2.94909
C -0.03963 2.10893 1.95267
O 0.85933 1.62817 1.21211
N -1.26096 1.59200 1.76373
C -2.34723 2.00780 2.46234
O -3.49472 1.64365 2.27436
H -2.90799 4.00303 5.09026
H -3.76554 2.50009 4.67100
H -3.96189 3.92338 3.65535
H -0.80428 4.22102 4.47991
H 1.17765 3.53493 3.09956
N 4.67974 -3.27496 4.51256
C 5.37406 -4.34249 5.03335
C 6.37417 -4.43914 5.98434
C 6.86657 -5.71142 6.26824
C 6.36401 -6.83582 5.61220
C 5.35938 -6.73118 4.65760
C 4.85067 -5.46841 4.35853
N 3.87326 -5.09742 3.47078
C 3.77391 -3.77149 3.57629
C 2.89938 -2.93102 2.85332
C 1.99170 -3.44876 1.88348
C 1.20824 -2.61324 1.14992
N 1.21731 -1.24400 1.24633
C 2.06179 -0.74993 2.19699
C 2.86290 -1.51285 2.99356
H 4.75932 -2.31562 4.79257
H 6.76391 -3.56438 6.49111
H 7.64969 -5.82729 7.00687
H 6.76783 -7.81168 5.85360
H 4.97077 -7.60398 4.14871
H 1.92225 -4.51622 1.72564
H 0.52292 -3.03283 0.42722
H 2.10067 0.32607 2.28091
H 3.50155 -0.98574 3.69369
*
```

## Properties
LUMO (spin up / spin down) ... 2.22 / 2.22 eV
Relative energy (zero: lowest compared OMol25 entry of this formula, charge and spin) ... 0.0 kcal per mole
HOMO (spin up / spin down) ... -2.11 / -5.07 eV
Expectation value of S² ... 2.02
Frontier orbital gap (spin up / spin down) ... 0.159 / 0.268 hartree


# 5
Below is a cluster of 11 separate species, C22H66FN3O14P in total, with properties calculated with the ωB97M-V functional and the def2-TZVPD basis.

The geometry in ORCA input format:
```
! wB97M-V def2-TZVPD RIJCOSX def2/J DEFGRID3
* xyz 1 1
C 4.54523 1.88401 0.28491
C 3.14043 1.45213 0.04108
O 3.08902 0.00558 0.02016
P 1.81225 -0.74579 -0.43195
O 1.63246 -0.81414 -1.90194
C 0.37203 0.09649 0.21320
C -0.92474 -0.52097 -0.30597
C -1.98176 0.53376 -0.55655
C -3.34248 0.38925 0.10267
C -3.49977 0.87378 1.54242
C -2.45113 1.80368 2.10576
C -2.58029 3.22705 1.63468
F -2.29092 4.07648 2.69492
N -4.13405 1.25741 -0.85024
C -3.53518 1.23699 -2.03048
N -4.01421 1.87145 -3.10987
N -2.37890 0.52655 -2.04022
O -1.40550 1.23771 -2.82915
O 2.04237 -2.09386 0.29953
C 1.00040 -3.08461 0.45525
C 0.52641 -3.71350 -0.81058
H 5.22434 1.46156 -0.43353
H 4.56226 2.96380 0.22151
H 4.81818 1.63163 1.30016
H 2.51411 1.83627 0.83760
H 2.76274 1.86730 -0.88575
H 0.39910 0.11390 1.29679
H 0.43082 1.13046 -0.09351
H -1.32260 -1.21409 0.41947
H -0.76788 -1.02137 -1.24875
H -1.60918 1.54303 -0.43415
H -3.77457 -0.59789 0.00989
H -4.42921 1.43003 1.56727
H -3.64042 0.03002 2.20067
H -1.46010 1.40115 1.96020
H -2.62530 1.82803 3.17310
H -1.90079 3.49668 0.83660
H -3.59644 3.43679 1.32438
H -5.12571 1.07155 -0.92839
H -4.32494 2.82079 -3.02211
H -4.01535 1.44987 -4.01737
H -0.75700 0.57883 -3.11268
H 1.45424 -3.85181 1.06312
H 0.18981 -2.69602 1.05578
H 0.02236 -3.02524 -1.46815
H 1.35639 -4.18531 -1.31480
H -0.19690 -4.46347 -0.52631
C 0.13409 4.46385 -2.61582
O -1.25924 4.14833 -2.42344
H 0.24192 5.54228 -2.59851
H 0.73594 4.03503 -1.81036
H 0.47948 4.08074 -3.57565
H -1.32354 3.18931 -2.44949
C 2.77487 6.11822 -4.20500
O 3.01663 4.70876 -4.14906
H 2.26368 6.40639 -3.29140
H 3.71532 6.66877 -4.27376
H 2.14492 6.36442 -5.06419
H 3.46877 4.47653 -4.96194
C -3.22979 0.27431 6.05759
O -2.11831 -0.14015 5.25313
H -3.73661 1.07777 5.52772
H -3.93562 -0.53912 6.22059
H -2.88989 0.65193 7.02367
H -1.67017 -0.84602 5.72128
C 4.29288 0.11844 -4.35549
O 3.64460 0.66959 -3.22238
H 4.99331 0.86234 -4.72901
H 4.85271 -0.78707 -4.10140
H 3.58341 -0.12050 -5.15430
H 3.01552 0.01475 -2.87774
C -0.56973 7.38994 -0.03097
O 0.48057 6.54496 0.42895
H -0.13845 8.13330 -0.69578
H -1.32230 6.81110 -0.57813
H -1.04589 7.89779 0.81159
H 0.08388 5.90240 1.01761
C -7.35352 0.31528 6.67410
O -6.32090 -0.57562 7.08721
H -6.87244 1.14646 6.16495
H -8.04939 -0.16680 5.98254
H -7.91379 0.70530 7.52646
H -6.73157 -1.31359 7.54113
C -2.75166 -4.29074 -2.82128
O -2.45539 -3.71923 -1.54637
H -1.95788 -3.98491 -3.49773
H -2.77104 -5.38072 -2.77074
H -3.70761 -3.93411 -3.21345
H -3.14087 -3.98789 -0.93160
C 0.20908 -7.34182 -0.57448
O -0.87153 -6.81024 0.19630
H 0.62176 -6.53172 -1.16717
H 0.98614 -7.74153 0.08052
H -0.14757 -8.12892 -1.24213
H -1.23271 -7.52625 0.72197
C 3.27308 -9.64251 1.55890
O 1.99551 -10.10505 1.99950
H 3.23312 -8.55826 1.50113
H 4.05279 -9.93308 2.26628
H 3.50755 -10.04549 0.57046
H 2.04688 -11.06123 2.04283
C 8.93649 1.08970 0.12310
O 7.52702 1.10886 0.33575
H 9.29436 2.10387 0.27514
H 9.44265 0.42904 0.83135
H 9.18586 0.77777 -0.89426
H 7.19829 0.21729 0.20451
*
```

## Properties
LUMO ... -3.24 eV
Relative energy (zero: lowest compared OMol25 entry of this formula, charge and spin) ... 11.1 kcal per mole
HOMO ... -11.24 eV
Frontier orbital gap ... 0.294 hartree